## P
Density functional theory data (ωB97M-V/def2-TZVPD) for a molecular structure, C43H51AsFI2InN2O7P.

Structure (XYZ):
```
109
C43H51AsFI2InN2O7P | OMol25 | ωB97M-V/def2-TZVPD
I -1.958 2.694 2.925
I -2.478 5.261 2.253
In 0.310 0.732 0.715
As 2.782 1.378 -0.903
P 1.192 -1.891 1.338
F -6.157 0.126 2.612
O -1.624 -0.139 0.722
O 0.450 -0.285 -1.189
O -0.618 2.278 -0.501
O 0.528 0.461 2.789
O 1.688 2.878 1.773
O -0.236 -0.799 -3.235
O -1.536 0.344 3.664
N -4.163 -0.434 -2.473
N 0.159 4.356 -0.138
C -2.369 -0.234 -0.307
C 2.610 2.701 4.034
C -6.537 -0.030 0.307
C -0.616 -2.001 5.055
C 0.522 -2.432 2.960
C -2.844 -0.495 -2.638
C 2.970 -2.159 1.640
C 5.089 -0.185 -1.914
C 5.050 -3.357 1.468
C -6.319 0.205 -3.427
C 4.945 -1.326 2.747
C 4.066 -0.096 -0.789
C -0.393 -4.824 -1.824
C 1.797 3.527 3.064
C 0.636 -3.147 0.154
C -5.091 -0.672 -3.615
C -7.035 -0.173 -2.142
C 2.382 1.348 -2.817
C -1.911 -0.389 -1.632
C -0.146 -1.556 3.823
C 4.094 2.857 -0.807
C 5.675 -2.401 2.253
C -0.464 -0.505 -2.071
C -6.078 -0.165 -0.981
C 1.275 -3.263 -1.081
C -0.432 -0.143 3.418
C -4.437 -0.442 -4.965
C -3.804 -0.199 -0.103
C 3.554 4.277 -0.677
C -0.542 -3.859 0.375
C 3.698 -3.245 1.168
C -0.398 -3.307 5.452
C -0.700 3.511 -0.684
C -5.647 0.002 1.380
C 1.333 2.350 -3.279
C 0.711 -3.753 3.366
C 0.769 -4.101 -2.059
C 3.602 -1.201 2.436
C -4.686 -0.270 -1.191
C -1.050 -4.696 -0.609
C -4.298 -0.070 1.206
C -1.777 4.049 -1.572
C 0.265 -4.185 4.603
H -7.474 -1.169 -2.249
H -2.507 4.576 -0.954
H 5.427 -0.587 3.375
H 2.573 2.610 1.497
H 0.775 3.658 3.409
H 5.780 -1.007 -1.718
H -4.025 0.566 -5.039
H 3.028 -0.364 2.823
H 3.474 -1.009 -0.739
H 1.619 3.382 -3.064
H -1.368 4.750 -2.299
H 2.155 1.722 4.173
H -5.203 -0.550 -5.732
H 0.372 2.145 -2.808
H 3.335 1.519 -3.320
H -2.264 3.224 -2.083
H -7.859 0.511 -1.937
H 3.635 2.571 3.674
H -7.597 0.063 0.507
H -2.466 -0.653 -3.636
H 4.687 2.774 -1.720
H 1.189 2.265 -4.357
H -3.611 -0.030 2.040
H 0.437 -5.209 4.908
H 4.361 5.000 -0.798
H 1.223 -4.446 2.710
H 4.617 -0.378 -2.877
H -1.071 -3.760 1.314
H -0.017 5.346 -0.185
H -6.009 1.254 -3.404
H 2.664 3.206 4.999
H 3.102 4.461 0.299
H -1.961 -5.249 -0.422
H 4.556 0.002 0.180
H 5.613 -4.202 1.092
H -0.747 -3.646 6.418
H -0.788 -5.478 -2.589
H 2.158 -2.673 -1.296
H 5.686 0.723 -2.004
H 2.242 4.515 2.916
H -5.401 -1.720 -3.540
H 3.217 -4.003 0.562
H -1.153 -1.309 5.690
H 2.046 0.334 -3.031
H -3.654 -1.162 -5.192
H 4.771 2.618 0.017
H 1.271 -4.173 -3.014
H 0.803 4.000 0.566
H 2.802 4.495 -1.436
H -6.977 0.077 -4.286
H 6.727 -2.496 2.489
```

Results
- HOMO-LUMO gap (Eh) = 0.2926
- molar mass (g/mol) = 1201.41
- net charge = +1

Atom charges from the Mulliken analysis, given in e for atoms 1 to 99: I 0.4883; I -0.3164; In 1.0640; As 1.0046; P 1.7576; F -0.3586; O -0.6067; O 0.7173; O 0.3963; O -0.0200; O 0.2511; O -0.7741; O -0.8409; N 0.4301; N 0.3553; C 0.4735; C -1.0821; C -0.7039; C -0.7323; C -0.0593; C -0.4625; C 0.4830; C -1.5023; C -0.7420; C -0.9496; C -0.5876; C 0.8845; C -0.7995; C -0.1639; C 0.3689; C 0.5424; C -1.1238; C -1.0192; C -0.8766; C 0.3909; C -0.8908; C -0.6696; C -0.0495; C 0.9530; C -0.0138; C 0.3247; C -1.9089; C 1.0908; C -0.8359; C -0.8877; C -0.2205; C -0.6872; C -0.0478; C -0.2097; C -0.7569; C -0.2829; C -0.7684; C -0.6562; C -0.9341; C -0.8777; C -0.9005; C -1.5304; C -0.8371; H 0.3608; H 0.3520; H 0.4798; H -0.3008; H 0.0667; H 0.4539; H 0.3423; H 0.2492; H -0.9187; H 0.2321; H 0.3796; H 0.0117; H 0.4486; H -0.1980; H 0.7459; H 0.1349; H 0.4613; H 0.3761; H 0.5349; H 0.7828; H 0.5675; H 0.4367; H 0.9203; H 0.4542; H 0.4586; H 0.4965; H 0.3126; H 0.4764; H 0.3054; H 0.3212; H 0.4845; H -0.0050; H 0.4644; H 0.2106; H 0.4665; H 0.4317; H 0.4207; H -0.0610; H 0.3289; H 0.3644; H 0.2175



## Q
Density functional theory data (ωB97M-V/def2-TZVPD) for a molecular structure, C43H51AsFI2InN2O7P.

Structure (XYZ):
```
109
C43H51AsFI2InN2O7P | OMol25 | ωB97M-V/def2-TZVPD
I 2.641 0.954 5.429
I 1.922 1.749 2.959
In 1.398 -0.370 0.151
As 3.536 0.560 -1.037
P -0.419 -2.047 1.233
F -3.603 -1.374 -4.250
O 0.235 3.875 1.017
O -1.613 1.671 2.186
O 0.943 -1.584 -2.227
O 3.001 -1.114 1.688
O -0.508 0.195 -0.720
O 1.161 1.899 0.589
O 1.817 -2.551 -0.439
N -2.523 3.495 -1.971
N 4.372 -1.717 3.334
C 3.964 2.398 -0.490
C 6.285 -0.455 -1.552
C 5.413 2.830 -0.652
C -2.884 2.829 3.916
C 1.330 -3.119 4.737
C 3.669 -2.004 2.232
C -2.138 -3.920 0.098
C -0.771 2.545 -0.648
C -1.828 -4.996 -2.028
C -2.506 2.746 2.449
C -4.100 0.908 -4.042
C -2.891 -0.809 0.997
C -4.401 -0.364 2.810
C -3.861 2.149 -3.497
C -3.332 -0.196 -3.668
C 0.975 -2.505 -1.396
C 5.067 -0.590 -0.650
C 3.444 -0.535 -3.807
C -1.541 3.597 -1.076
C -2.082 1.141 -2.158
C 3.525 0.739 -2.984
C 0.255 2.817 0.416
C -4.089 -0.297 1.459
C -1.051 1.254 -1.146
C -0.206 -3.412 -1.243
C 0.257 -3.056 2.580
C -1.994 -1.409 1.881
C 0.195 -4.448 2.578
C -2.409 5.358 -3.565
C -0.657 -4.279 -2.224
C -2.569 -4.814 -0.870
C 0.704 -5.168 3.649
C -2.326 -1.498 3.231
C -4.695 3.339 -3.880
C -2.822 2.270 -2.548
C 0.834 -2.397 3.663
C 1.269 -4.505 4.730
C -3.203 4.729 -2.427
C -2.337 -0.112 -2.738
C -0.940 -3.225 -0.065
C -4.644 4.399 -2.789
C -3.523 -0.967 3.692
C 3.744 -3.408 1.723
H 1.764 -2.590 5.576
H 2.697 1.412 -3.216
H 6.038 -0.609 -2.603
H 5.324 -0.401 0.395
H -0.244 -4.972 1.740
H -5.147 5.311 -3.109
H 4.239 -0.818 3.776
H 1.656 -5.068 5.569
H 4.550 -3.960 2.200
H 3.554 -0.289 -4.863
H 0.903 -1.314 3.676
H -1.656 -1.978 3.931
H -2.171 -5.685 -2.788
H -2.010 3.062 4.528
H -4.782 0.157 0.762
H 2.792 -3.898 1.932
H -3.198 5.395 -1.563
H -1.412 5.641 -3.229
H -3.490 -5.361 -0.722
H 4.883 -2.433 3.818
H -2.915 6.255 -3.921
H -2.064 3.689 2.106
H -1.732 -0.967 -2.465
H 3.629 2.520 0.539
H 2.493 -1.039 -3.659
H -3.297 1.879 4.254
H -5.722 3.019 -4.055
H 6.760 0.519 -1.463
H 4.447 1.289 -3.195
H -4.335 3.750 -4.827
H -3.624 3.612 4.084
H -2.299 4.670 -4.402
H 5.751 2.766 -1.687
H -5.337 0.045 3.170
H -2.657 -0.758 -0.059
H 6.081 2.226 -0.038
H -1.363 4.579 -0.653
H -5.160 4.039 -1.896
H -0.830 1.799 2.740
H 5.530 3.867 -0.335
H 3.298 3.017 -1.098
H 4.241 -1.237 -3.553
H 3.863 -3.411 0.643
H 4.660 -1.604 -0.687
H -2.737 -3.762 0.985
H -3.391 2.544 1.838
H 0.655 -6.249 3.638
H -0.095 -4.385 -3.142
H -4.891 0.769 -4.767
H 7.025 -1.207 -1.280
H -3.768 -1.039 4.743
```

Results
- HOMO-LUMO gap (Eh) = 0.2981
- molar mass (g/mol) = 1201.41
- net charge = +1

Atom charges from the Mulliken analysis, given in e for atoms 1 to 99: I -0.3239; I 0.5436; In 1.4337; As 0.5530; P 2.5072; F -0.3742; O -0.7504; O 0.4847; O -0.6056; O -0.0388; O -0.0515; O 0.0435; O -0.5116; N 0.1494; N -0.3075; C -0.2771; C -1.2974; C -1.4192; C -1.3909; C -0.5854; C 0.3404; C -0.3887; C -0.6047; C -0.8356; C -0.2782; C -0.5984; C -0.0799; C -0.8534; C 0.6571; C -0.3224; C -0.0181; C -0.3745; C -0.9653; C 0.1216; C 0.8219; C -0.7311; C -0.5386; C -0.7489; C 0.1032; C 0.1235; C 0.4144; C 0.5209; C -0.7954; C -1.3730; C -0.3380; C -0.7813; C -0.6283; C -0.7812; C -1.2643; C -0.0819; C -0.0664; C -0.7747; C -0.3602; C -0.7889; C -0.1806; C -1.0307; C -0.7890; C -0.5990; H 0.4143; H 0.5184; H 0.2291; H 0.5030; H 0.3131; H 0.4284; H 0.0362; H 0.4018; H 0.5784; H 0.5007; H -0.0161; H 0.3610; H 0.4417; H 0.3628; H 0.5327; H 0.0095; H 0.5253; H 0.3822; H 0.4749; H 0.2099; H 0.4050; H 0.3301; H 0.8172; H 0.1757; H 0.0183; H 0.2186; H 0.4892; H 0.2510; H 0.4574; H 0.3664; H 0.4025; H 0.3605; H 0.3235; H 0.3744; H 0.2415; H 0.2964; H 0.7576; H 0.3688; H -0.2858; H 0.4175; H 0.3999



The most stable arrangement is P, and the next structure is 6.2 kcal/mol less stable.